The following is a DFT calculation (ωB97M-V with the def2-TZVPD basis set) of a molecular structure, C2H3O3Rh.

Geometry as ORCA input:
```
! wB97M-V def2-TZVPD RIJCOSX def2/J DEFGRID3
* xyz 2 5
O -1.01956 -1.25719 -1.55617
Rh -2.05391 0.35050 -1.27167
O -0.33158 -0.35649 0.24992
C 0.00125 -0.67888 -1.04396
O 0.62600 0.16452 -1.68864
C 0.53597 0.30245 1.17152
H 1.54199 -0.09834 1.01548
H 0.62530 1.37402 0.96436
H 0.07455 0.19942 2.15916
*
```

Output
LUMO level (spin up / spin down): -0.4520 / -0.5686 Eh
HOMO level (spin up / spin down): -22.196 / -22.218 eV
energy relative to the best compared isomer or geometry (same formula, charge and spin): 3.434 eV
expectation value of S²: 6.014
Kohn-Sham gap (spin up / spin down): 9.90 / 6.75 eV